Entry 1:
CAgF3MgNO4S3 as an isolated structure in a non-equilibrium geometry, computed with the ωB97M-V functional and the def2-TZVPD basis.

Output
Total charge ... 0
E_HOMO (alpha / beta) ... -8.54 / -8.60 eV
LUMO level (alpha / beta) ... -0.1130 / -0.1061 Eh
Multiplicity ... 2
Maximum force ... 4.9 eV Å⁻¹

Last column: Löwdin spin population.
Geometry (Å):
Ag  2.248  -1.849  0.807  0.00
S  2.072  1.826  0.354  0.58
S  1.922  2.500  -2.646  0.04
S  -0.390  -0.341  0.861  0.01
Mg  1.173  -0.056  -1.798  0.00
F  -2.659  -0.580  2.131  0.00
F  -2.877  -0.400  -0.027  0.00
F  -2.144  -2.234  0.798  0.00
O  2.547  0.559  -0.521  0.22
O  0.453  1.789  -3.116  0.03
O  -0.255  1.164  1.300  0.12
O  -0.419  -0.154  -0.652  0.00
N  0.486  -1.312  1.551  0.00
C  -2.156  -0.913  0.956  0.00



Entry 2:
CAuF3MgNO4S3 as an isolated structure in a non-equilibrium geometry, computed with the ωB97M-V functional and the def2-TZVPD basis.

Output
Total charge ... +1
E_HOMO (alpha / beta) ... -13.03 / -13.12 eV
LUMO level (alpha / beta) ... -0.2363 / -0.2606 Eh
Relative energy (zero: lowest compared OMol25 entry of this formula, charge and spin) ... 423.0 kJ/mol
Multiplicity ... 3
Maximum force ... 9.2 eV Å⁻¹

Last column: Löwdin spin population.
Geometry (Å):
Au  -1.957  -0.818  0.435  0.67
S  -0.659  -2.247  2.789  0.39
S  0.532  0.383  -0.326  0.02
S  -0.002  -2.714  -0.314  0.20
Mg  0.309  -0.060  2.660  0.00
F  0.411  1.724  -2.596  0.00
F  0.167  2.877  -0.777  0.00
F  2.138  2.170  -1.375  0.01
O  -1.574  -2.467  -0.518  0.25
O  -1.330  -0.798  2.107  0.25
O  0.905  -0.887  -1.221  0.02
O  -0.980  0.412  -0.487  0.18
N  1.193  0.526  0.986  0.00
C  0.847  1.897  -1.363  0.02



Entry 3:
CBr2N2O as an isolated structure in a non-equilibrium geometry, computed with the ωB97M-V functional and the def2-TZVPD basis.

Output
Total charge ... 0
E_HOMO ... -9.70 eV
LUMO level ... -0.0544 Eh
Relative energy (zero: lowest compared OMol25 entry of this formula, charge and spin) ... 163.5 kJ/mol
Maximum force ... 4.8 eV Å⁻¹

Last column: Mulliken charge in e.
Geometry (Å):
Br  -1.518  0.587  2.336  0.00
Br  -1.568  -2.064  0.887  0.02
O  2.446  1.009  -0.797  -0.55
N  0.661  0.111  -1.791  -0.32
N  1.492  0.566  -1.263  0.88
C  -1.512  -0.209  0.629  -0.02



Entry 4:
A 2-piece molecular cluster, CBrClF2O overall in a non-equilibrium geometry, computed with the ωB97M-V functional and the def2-TZVPD basis.

Output
Total charge ... 0
E_HOMO (alpha / beta) ... -10.72 / -10.71 eV
LUMO level (alpha / beta) ... -0.0745 / -0.0745 Eh
Relative energy (zero: lowest compared OMol25 entry of this formula, charge and spin) ... 307.5 kJ/mol
Maximum force ... 5.4 eV Å⁻¹

Last column: Mulliken charge in e.
Geometry (Å):
Br  2.736  0.035  0.019  0.24
Cl  -1.011  -0.388  0.197  0.29
F  -2.578  -1.539  0.236  -0.60
F  1.434  -1.023  0.485  -0.23
O  -0.361  2.005  -0.666  -0.25
C  -0.220  0.910  -0.271  0.55



Entry 5:
A 2-piece molecular cluster, CBrClFI overall in a non-equilibrium geometry, computed with the ωB97M-V functional and the def2-TZVPD basis.

Output
Total charge ... 0
E_HOMO ... -9.02 eV
LUMO level ... -0.0578 Eh
Relative energy (zero: lowest compared OMol25 entry of this formula, charge and spin) ... 244.7 kJ/mol
Maximum force ... 1.8 eV Å⁻¹

Last column: Mulliken charge in e.
Geometry (Å):
I  -1.825  0.609  0.379  0.28
Br  2.226  1.120  -0.427  -0.04
Cl  -2.653  -0.890  -1.191  -0.20
F  1.275  -0.669  1.206  -0.04
C  0.977  -0.170  0.033  0.00



Entry 6:
A 2-piece molecular cluster, CBrClFNO2 overall in a non-equilibrium geometry, computed with the ωB97M-V functional and the def2-TZVPD basis.

Output
Total charge ... 0
E_HOMO (alpha / beta) ... -10.14 / -10.14 eV
LUMO level (alpha / beta) ... -0.0435 / -0.0435 Eh
Relative energy (zero: lowest compared OMol25 entry of this formula, charge and spin) ... 148.6 kJ/mol
Maximum force ... 4.5 eV Å⁻¹

Last column: Mulliken charge in e.
Geometry (Å):
Br  2.149  -0.685  0.035  -0.04
Cl  0.658  2.064  0.626  -0.09
F  0.470  0.554  -1.655  -0.10
O  -0.816  -1.493  1.132  -0.44
O  -2.004  -0.277  -0.153  -0.44
N  -1.046  -0.628  0.376  0.79
C  0.590  0.466  -0.361  0.33



Entry 7:
A 2-piece molecular cluster, CBrClN2 overall in a non-equilibrium geometry, computed with the ωB97M-V functional and the def2-TZVPD basis.

Output
Total charge ... 0
E_HOMO (alpha / beta) ... -10.83 / -10.99 eV
LUMO level (alpha / beta) ... -0.1220 / -0.1171 Eh
Relative energy (zero: lowest compared OMol25 entry of this formula, charge and spin) ... 0.0 kJ/mol
Maximum force ... 2.4 eV Å⁻¹

Last column: Mulliken charge in e.
Geometry (Å):
Br  -2.508  -0.374  -0.038  -0.02
Cl  0.288  1.979  0.074  0.09
N  0.112  0.437  -0.396  -0.31
N  1.336  -1.528  0.245  -0.33
C  0.772  -0.513  0.114  0.57



Entry 8:
A 2-piece molecular cluster, CBrF2I overall in a non-equilibrium geometry, computed with the ωB97M-V functional and the def2-TZVPD basis.

Output
Total charge ... 0
E_HOMO (alpha / beta) ... -9.75 / -9.76 eV
LUMO level (alpha / beta) ... -0.0857 / -0.0851 Eh
Relative energy (zero: lowest compared OMol25 entry of this formula, charge and spin) ... 141.4 kJ/mol
Maximum force ... 2.4 eV Å⁻¹

Last column: Mulliken charge in e.
Geometry (Å):
I  0.498  2.022  0.333  0.27
Br  -1.914  -1.040  1.054  -0.28
F  1.159  -0.796  0.264  -0.07
F  0.001  -0.214  -1.452  -0.08
C  0.257  0.028  -0.198  0.17



Entry 9:
One molecule with the formula CBrN3O in a non-equilibrium geometry, computed with the ωB97M-V functional and the def2-TZVPD basis.

Output
Total charge ... 0
E_HOMO ... -11.27 eV
LUMO level ... -0.0032 Eh
Relative energy (zero: lowest compared OMol25 entry of this formula, charge and spin) ... 52.0 kJ/mol
Structure (SMILES) ... Brc1nnon1
Maximum force ... 2.6 eV Å⁻¹

Last column: Mulliken charge in e.
Geometry (Å):
Br  -0.924  -1.002  2.033  -0.04
O  0.745  0.056  -1.372  0.00
N  0.272  1.185  -0.916  0.01
N  -0.303  1.042  0.175  -0.22
N  0.422  -0.980  -0.413  -0.25
C  -0.212  -0.301  0.493  0.50



Entry 10:
One molecule with the formula CBrN3O in a non-equilibrium geometry, computed with the ωB97M-V functional and the def2-TZVPD basis.

Output
Total charge ... 0
E_HOMO ... -11.28 eV
LUMO level ... -0.0103 Eh
Relative energy (zero: lowest compared OMol25 entry of this formula, charge and spin) ... 77.4 kJ/mol
Structure (SMILES) ... Brc1nnon1
Maximum force ... 2.9 eV Å⁻¹

Last column: Mulliken charge in e.
Geometry (Å):
Br  2.936  -0.002  0.000  -0.08
O  -1.107  -0.552  0.002  0.02
N  0.265  1.051  0.021  -0.18
N  -0.948  0.789  0.004  -0.05
N  0.091  -1.146  0.018  -0.24
C  0.921  -0.148  0.032  0.53



Entry 11:
CCl2N2O2 as an isolated structure in a non-equilibrium geometry, computed with the ωB97M-V functional and the def2-TZVPD basis.

Output
Total charge ... 0
E_HOMO ... -9.22 eV
LUMO level ... -0.0350 Eh
Relative energy (zero: lowest compared OMol25 entry of this formula, charge and spin) ... 807.1 kJ/mol
Maximum force ... 3.7 eV Å⁻¹

Last column: Mulliken charge in e.
Geometry (Å):
Cl  2.229  -0.615  1.705  -0.06
Cl  0.913  1.720  1.114  0.02
O  0.083  0.143  -1.299  -0.29
O  -2.270  -0.175  -1.611  -0.52
N  -1.249  -0.456  -1.173  0.98
N  -0.438  -0.829  -0.379  -0.19
C  0.733  0.213  1.643  0.06



Entry 12:
A 2-piece molecular cluster, CCl2NO2 overall in a non-equilibrium geometry, computed with the ωB97M-V functional and the def2-TZVPD basis.

Output
Total charge ... -1
E_HOMO ... -2.25 eV
LUMO level ... 0.1326 Eh
Relative energy (zero: lowest compared OMol25 entry of this formula, charge and spin) ... 42.3 kJ/mol
Maximum force ... 3.1 eV Å⁻¹

Last column: Mulliken charge in e.
Geometry (Å):
Cl  -0.211  -0.467  2.270  -0.27
Cl  2.414  0.428  1.742  -0.29
O  0.076  0.092  -1.654  -0.36
O  -1.715  0.316  -0.228  -0.42
N  1.131  -0.588  1.187  -0.39
C  -0.791  0.134  -0.919  0.72



Which of these has the highest total charge? CAuF3MgNO4S3



The highest maximum force belongs to which entry? CAuF3MgNO4S3



What is the formula in the fifth record? CBrClFI



What did the eighth record say?
A 2-piece molecular cluster, CBrF2I overall in a non-equilibrium geometry, computed with the ωB97M-V functional and the def2-TZVPD basis.

Output
Total charge ... 0
E_HOMO (alpha / beta) ... -9.75 / -9.76 eV
LUMO level (alpha / beta) ... -0.0857 / -0.0851 Eh
Relative energy (zero: lowest compared OMol25 entry of this formula, charge and spin) ... 141.4 kJ/mol
Maximum force ... 2.4 eV Å⁻¹

Last column: Mulliken charge in e.
Geometry (Å):
I  0.498  2.022  0.333  0.27
Br  -1.914  -1.040  1.054  -0.28
F  1.159  -0.796  0.264  -0.07
F  0.001  -0.214  -1.452  -0.08
C  0.257  0.028  -0.198  0.17